Formula: C18H16MnN2O5S
Source: the Open Molecules 2025 dataset
Level of theory: the ωB97M-V functional and the def2-TZVPD basis

M (Da): 427.34
Highest occupied orbital energy (alpha / beta) (eV): -14.9 / -15.3
Frontier orbital gap (alpha / beta) (eV): 6.920 / 5.387
ΔE to the lowest compared entry with this formula, charge and spin (kJ/mol): 22.4

The geometry in ORCA input format:
```
! wB97M-V def2-TZVPD RIJCOSX def2/J DEFGRID3
* xyz 2 4
Mn -0.065 1.580 -0.628
C 0.187 4.308 0.759
O 0.197 2.855 0.898
C 1.092 2.290 1.796
C 1.835 2.993 2.714
C 2.645 2.271 3.587
C 2.707 0.876 3.555
C 1.958 0.173 2.640
C 1.158 0.886 1.743
N 0.347 0.324 0.765
N -0.013 -0.879 0.835
C -1.017 -1.312 0.023
C -1.964 -0.376 -0.576
O -1.758 0.903 -0.532
C -3.138 -0.867 -1.163
C -3.343 -2.217 -1.254
C -2.410 -3.166 -0.739
C -2.640 -4.531 -0.860
C -1.727 -5.456 -0.333
C -0.591 -5.015 0.321
C -0.344 -3.652 0.455
C -1.245 -2.709 -0.077
H -0.152 4.742 1.696
H -0.526 4.524 -0.029
H 1.181 4.651 0.484
H 1.795 4.070 2.777
H 3.239 2.812 4.311
H 3.351 0.354 4.247
H 1.993 -0.906 2.583
H -3.845 -0.152 -1.559
H -4.237 -2.591 -1.738
H -3.532 -4.883 -1.361
H -1.921 -6.515 -0.436
H 0.110 -5.728 0.732
H 0.543 -3.313 0.970
C 1.052 1.997 -4.186
S 1.537 1.421 -2.607
O 2.868 0.951 -2.624
O 0.494 0.439 -2.103
O 1.251 2.546 -1.600
H 1.148 1.155 -4.871
H 1.749 2.785 -4.466
H 0.029 2.363 -4.151
*
```

=====

Formula: C23H39AsN7O4S3SbZr
Source: the Open Molecules 2025 dataset
Level of theory: the ωB97M-V functional and the def2-TZVPD basis

M (Da): 861.72
Highest occupied orbital energy (alpha / beta) (eV): -10.7 / -11.0
Frontier orbital gap (alpha / beta) (eV): 7.801 / 5.983

The geometry in ORCA input format:
```
! wB97M-V def2-TZVPD RIJCOSX def2/J DEFGRID3
* xyz 1 2
Zr 0.211 0.157 0.075
C -1.907 -0.288 -2.642
C -2.703 0.623 -1.687
N -1.972 1.040 -0.451
C -1.998 2.494 -0.238
C -1.039 3.163 -1.210
N 0.213 2.384 -1.335
C 0.621 2.302 -2.767
C -0.346 1.438 -3.597
N -0.558 0.147 -2.956
H -2.464 -0.368 -3.580
H -1.833 -1.301 -2.223
H -3.621 0.107 -1.388
H -3.006 1.530 -2.219
H -2.463 0.661 0.375
H -1.700 2.675 0.794
H -3.013 2.891 -0.367
H -0.830 4.189 -0.886
H -1.492 3.238 -2.199
H 0.947 2.886 -0.840
H 1.624 1.870 -2.801
H 0.662 3.308 -3.206
H 0.100 1.296 -4.589
H -1.294 1.962 -3.756
H 0.015 0.166 -2.131
S 2.218 -0.564 1.707
Sb 0.376 -1.425 3.053
S -0.129 -0.062 4.787
S -1.279 -1.437 1.350
C 1.201 4.047 2.121
As 1.821 2.190 2.064
C 3.289 2.383 0.810
C 2.480 2.045 3.871
O 0.273 1.552 1.567
H 1.992 4.696 2.505
H 0.335 4.115 2.782
H 0.904 4.397 1.130
H 3.751 3.341 1.055
H 2.949 2.380 -0.226
H 3.999 1.568 0.940
H 3.206 2.857 3.960
H 2.942 1.076 4.057
H 1.647 2.197 4.562
C 1.017 -3.500 -4.321
C 1.240 -4.529 -3.227
C 1.680 -3.906 -1.883
C 1.888 -5.008 -0.819
C 2.218 -4.461 0.561
C 3.010 -3.214 -2.119
O 3.997 -3.775 -2.503
N 3.047 -1.830 -1.900
C 2.010 -1.148 -1.377
O 2.084 0.120 -1.195
N 0.858 -1.702 -1.018
C 0.556 -2.998 -1.379
O -0.586 -3.405 -1.291
H 0.644 -3.978 -5.225
H 1.943 -2.989 -4.586
H 0.287 -2.746 -4.024
H 2.013 -5.239 -3.525
H 0.322 -5.085 -3.033
H 2.688 -5.658 -1.178
H 0.966 -5.591 -0.783
H 3.083 -3.796 0.545
H 2.448 -5.273 1.248
H 1.371 -3.907 0.980
H 3.910 -1.344 -2.102
N -5.347 0.737 7.078
C -4.862 0.797 6.043
C -4.259 0.877 4.750
C -4.766 0.133 3.685
C -4.142 0.253 2.458
N -3.083 1.033 2.237
C -2.611 1.732 3.264
C -3.158 1.697 4.537
H -5.615 -0.520 3.815
H -4.510 -0.314 1.611
H -1.738 2.341 3.068
H -2.733 2.278 5.339
*
```

=====

Formula: C38H37N9O2
Source: the Open Molecules 2025 dataset
Level of theory: the ωB97M-V functional and the def2-TZVPD basis

M (Da): 651.77
Highest occupied orbital energy (eV): -8.4
Frontier orbital gap (eV): 7.038

The geometry in ORCA input format:
```
! wB97M-V def2-TZVPD RIJCOSX def2/J DEFGRID3
* xyz 0 1
C -4.964 3.141 3.426
N -3.503 3.353 3.085
C -3.107 2.715 1.772
C -2.422 1.224 1.908
C -1.115 0.985 2.875
C -0.413 -0.495 2.968
C -1.003 -1.786 2.086
C -2.336 -1.601 1.134
C -2.924 -2.901 0.312
C -2.848 -3.144 -1.296
C -3.462 -4.482 -1.928
N -4.184 -5.634 -1.320
C -4.267 -5.345 0.138
C -3.710 -4.134 1.028
C -3.020 -0.081 1.069
C -0.166 -3.199 2.247
O -0.690 -4.428 2.212
C 1.488 -3.032 2.422
C 2.056 -1.779 3.320
C 3.655 -1.496 3.619
C 4.720 -2.558 2.918
C 4.195 -3.835 1.986
C 2.563 -4.074 1.730
C 2.126 -5.341 0.778
C 1.879 -6.894 1.328
C 1.484 -8.035 0.179
C 1.366 -7.502 -1.366
N 1.553 -6.104 -1.881
C 1.937 -5.100 -0.832
C 0.917 -0.736 3.950
O 1.052 -0.104 5.126
H -5.434 4.225 3.590
H -5.595 2.677 2.525
H -5.153 2.543 4.419
H -2.862 3.099 3.872
H -2.274 3.422 1.295
H -3.994 2.707 1.004
H -0.700 1.910 3.461
H -2.340 -2.335 -1.988
H -3.323 -4.590 -3.111
H -4.864 -6.183 0.748
H -3.866 -4.128 2.195
H -3.981 0.025 0.371
H 4.069 -0.607 4.279
H 5.873 -2.427 3.080
H 5.039 -4.508 1.528
H 1.976 -7.165 2.463
H 1.304 -9.170 0.407
H 1.068 -8.329 -2.175
H 2.114 -3.981 -1.211
C 1.465 0.908 -0.657
C 0.087 0.591 -1.216
N -1.055 0.327 -1.679
H 1.927 1.710 -1.239
H 1.380 1.228 0.385
H 2.101 0.020 -0.706
C -3.141 6.370 -0.984
C -2.106 5.387 -0.461
N -1.248 4.571 -0.028
H -4.096 5.861 -1.136
H -3.280 7.182 -0.264
H -2.806 6.792 -1.936
C 2.976 4.240 -3.996
C 3.260 2.819 -3.535
N 3.496 1.641 -3.153
H 3.597 4.482 -4.862
H 1.923 4.338 -4.274
H 3.198 4.945 -3.190
C 5.752 7.713 -4.332
C 4.374 7.395 -4.891
N 3.232 7.131 -5.354
H 6.214 8.515 -4.914
H 5.667 8.032 -3.290
H 6.388 6.825 -4.381
C -7.945 -3.341 0.909
C -7.052 -2.115 1.017
N -6.311 -1.099 1.106
H -7.400 -4.229 1.239
H -8.831 -3.213 1.537
H -8.260 -3.482 -0.128
C 6.785 3.518 -2.926
C 7.678 4.743 -2.819
N 8.419 5.760 -2.729
H 7.330 2.629 -2.596
H 5.899 3.646 -2.299
H 6.469 3.377 -3.964
*
```

=====

Formula: C24H42ClMgN6O4
Source: the Open Molecules 2025 dataset
Level of theory: the ωB97M-V functional and the def2-TZVPD basis

M (Da): 538.40
Highest occupied orbital energy (eV): -13.1
Frontier orbital gap (eV): 7.419
ΔE to the lowest compared entry with this formula, charge and spin (kJ/mol): 126.0

The geometry in ORCA input format:
```
! wB97M-V def2-TZVPD RIJCOSX def2/J DEFGRID3
* xyz 1 1
Mg 28.643 6.607 -7.512
Cl 25.675 7.525 -9.118
O 24.376 7.010 -8.831
O 25.923 7.524 -10.523
O 25.836 8.819 -8.552
O 26.692 6.674 -8.540
C 20.461 11.333 -10.494
C 21.544 10.281 -10.710
C 22.412 10.090 -9.484
C 23.155 11.288 -9.031
N 23.728 12.202 -8.662
H 19.665 11.145 -11.224
H 20.736 12.378 -10.611
H 19.905 11.193 -9.564
H 22.127 10.490 -11.609
H 21.057 9.341 -10.982
H 23.167 9.304 -9.562
H 21.818 9.696 -8.654
C 24.911 5.372 -14.075
C 24.121 6.370 -13.198
C 23.462 5.783 -11.969
C 22.422 4.780 -12.312
N 21.614 4.018 -12.589
H 25.148 4.479 -13.487
H 25.862 5.747 -14.445
H 24.265 5.063 -14.894
H 23.564 6.979 -13.917
H 24.768 7.186 -12.853
H 23.023 6.581 -11.374
H 24.127 5.149 -11.378
C 21.296 6.881 -7.940
C 21.678 5.826 -6.911
C 23.225 5.611 -6.812
C 23.770 6.420 -5.713
N 24.189 7.123 -4.904
H 20.236 6.807 -8.173
H 21.925 6.799 -8.828
H 21.452 7.898 -7.569
H 21.222 4.882 -7.213
H 21.287 6.052 -5.919
H 23.636 5.864 -7.786
H 23.388 4.563 -6.564
C 27.454 6.280 -2.646
C 28.130 4.902 -2.774
C 27.532 4.092 -3.936
C 27.598 4.802 -5.218
N 27.655 5.364 -6.211
H 27.765 6.972 -3.427
H 27.760 6.751 -1.710
H 26.372 6.164 -2.594
H 28.146 4.360 -1.832
H 29.185 5.127 -2.954
H 26.487 3.819 -3.784
H 28.105 3.183 -4.147
C 28.103 6.267 -12.489
C 28.999 5.410 -13.384
C 30.468 5.820 -13.569
C 31.111 6.209 -12.320
N 31.633 6.513 -11.343
H 27.685 7.155 -12.975
H 28.554 6.490 -11.525
H 27.138 5.758 -12.407
H 28.490 5.437 -14.351
H 28.865 4.385 -13.037
H 30.606 6.595 -14.323
H 31.006 4.968 -13.990
C 24.202 10.860 -5.253
C 25.284 10.115 -6.033
C 26.516 9.866 -5.165
C 27.504 8.985 -5.745
N 28.180 8.172 -6.189
H 23.648 10.199 -4.584
H 23.419 11.140 -5.964
H 24.548 11.794 -4.815
H 25.603 10.840 -6.787
H 24.887 9.236 -6.530
H 26.221 9.396 -4.217
H 26.897 10.845 -4.867
*
```

=====

Formula: C5H19N2O4
Source: the Open Molecules 2025 dataset
Level of theory: the ωB97M-V functional and the def2-TZVPD basis

M (Da): 171.22
Highest occupied orbital energy (eV): -5.0
Frontier orbital gap (eV): 8.535
ΔE to the lowest compared entry with this formula, charge and spin (kJ/mol): 244.6

The geometry in ORCA input format:
```
! wB97M-V def2-TZVPD RIJCOSX def2/J DEFGRID3
* xyz -1 1
C -0.184 0.450 2.100
N -0.920 1.394 1.161
C -2.024 0.838 0.561
C -2.005 1.022 -1.099
O -0.932 1.896 -1.538
C 0.824 -0.404 1.406
N 0.466 -1.396 0.337
C 1.578 -2.294 0.048
H -0.856 -0.280 2.689
H 0.156 1.154 2.910
H -0.132 1.656 0.549
H -2.958 1.325 0.935
H -2.221 -0.302 0.776
H -1.907 0.107 -1.552
H -2.895 1.610 -1.518
H 1.398 -1.027 2.142
H 1.636 0.298 1.067
H 0.290 -0.747 -0.388
H 1.550 -2.583 -1.017
H 1.418 -3.234 0.548
H 2.469 -1.717 0.174
H 2.307 1.488 -1.715
H 2.949 2.256 -0.520
O 3.246 1.844 -1.338
H -0.068 1.366 -1.666
H 1.331 0.775 -3.116
O 1.249 0.642 -2.177
H -1.562 -1.874 0.665
H -1.852 -2.052 -0.639
O -2.349 -2.212 0.214
*
```

=====

Formula: C20H12BCo2F3O7
Source: the Open Molecules 2025 dataset
Level of theory: the ωB97M-V functional and the def2-TZVPD basis

M (Da): 549.98
Highest occupied orbital energy (eV): -6.2
Frontier orbital gap (eV): 1.435
ΔE to the lowest compared entry with this formula, charge and spin (kJ/mol): 249.0

The geometry in ORCA input format:
```
! wB97M-V def2-TZVPD RIJCOSX def2/J DEFGRID3
* xyz 0 1
C -8.385 3.098 -2.202
C -7.194 2.269 -2.178
C -7.037 0.902 -2.239
C -5.626 0.660 -2.185
C -5.011 1.893 -2.092
B -3.471 2.426 -2.055
F -2.772 1.214 -2.024
F -3.328 3.158 -3.237
F -3.365 3.195 -0.896
O -5.982 2.862 -2.090
H -9.270 2.465 -2.205
H -8.425 3.750 -1.327
H -8.404 3.726 -3.095
H -7.834 0.170 -2.316
H -5.151 -0.315 -2.216
O 5.776 -0.627 1.174
C 5.078 -1.469 0.804
Co 4.031 -2.789 0.255
C 5.062 -3.497 -1.085
O 5.763 -4.043 -1.818
C 4.428 -4.053 1.432
O 4.619 -4.875 2.223
C 2.342 -2.545 -0.331
C 2.478 -2.235 1.008
C 1.883 -1.890 2.169
C 2.286 -0.694 2.890
C 2.456 -0.719 4.296
C 2.791 0.442 4.983
C 2.928 1.659 4.293
C 2.799 1.686 2.899
C 2.531 0.515 2.197
Co 2.631 -1.086 -1.670
C 0.944 -0.879 -2.066
O -0.201 -0.858 -2.223
C 3.288 -1.825 -3.111
O 3.745 -2.335 -4.045
C 3.341 0.502 -1.546
O 3.821 1.548 -1.418
H 1.635 -3.283 -0.734
H 1.129 -2.546 2.613
H 2.331 -1.678 4.807
H 2.910 0.403 6.066
H 3.117 2.581 4.847
H 2.874 2.622 2.345
H 2.441 0.499 1.105
*
```

=====

Formula: C23H21F3NO7S4
Source: the Open Molecules 2025 dataset
Level of theory: the ωB97M-V functional and the def2-TZVPD basis

M (Da): 608.68
Highest occupied orbital energy (eV): -3.4
Frontier orbital gap (eV): 5.148
ΔE to the lowest compared entry with this formula, charge and spin (kJ/mol): 14.1

The geometry in ORCA input format:
```
! wB97M-V def2-TZVPD RIJCOSX def2/J DEFGRID3
* xyz -1 1
F -1.913 -0.218 2.444
C -0.972 -1.199 2.510
F -0.631 -1.393 3.808
F -1.505 -2.353 2.031
S 0.435 -0.636 1.477
N 1.162 -2.144 1.167
S 2.330 -2.785 2.416
C 1.465 -4.231 3.053
C 1.261 -4.352 4.431
C 0.705 -5.528 4.941
C 0.365 -6.569 4.069
C 0.539 -6.425 2.689
C 1.101 -5.253 2.178
O 3.438 -3.229 1.614
O 2.495 -1.816 3.467
S 1.529 -2.387 -0.530
C -0.030 -1.917 -1.251
C -1.004 -2.853 -1.615
C -2.248 -2.405 -2.075
C -2.494 -1.034 -2.189
C -1.487 -0.130 -1.866
C -0.234 -0.561 -1.474
O 2.531 -1.422 -0.906
O 1.693 -3.804 -0.718
H 1.555 -3.533 5.084
H 0.546 -5.632 6.017
H -0.058 -7.490 4.466
H 0.253 -7.229 2.008
H 1.272 -5.138 1.110
H -0.769 -3.911 -1.543
H -3.031 -3.113 -2.349
H -3.463 -0.654 -2.518
H -1.662 0.936 -1.919
H 0.570 0.160 -1.359
C -2.949 1.487 -4.808
C -1.991 2.585 -4.409
O -1.931 2.566 -2.961
C -1.077 3.480 -2.412
C -1.234 3.501 -0.948
S -1.183 5.060 -0.304
C 0.570 5.334 0.060
C 1.480 5.464 -0.994
C 2.854 5.554 -0.725
C 3.323 5.495 0.598
C 2.401 5.407 1.648
C 1.021 5.368 1.385
O -1.896 5.122 0.996
O -0.340 4.172 -3.114
H -3.061 1.475 -5.892
H -2.589 0.502 -4.495
H -3.943 1.642 -4.369
H -0.980 2.419 -4.806
H -2.371 3.573 -4.706
H -1.953 2.812 -0.518
H 1.107 5.429 -2.017
H 3.546 5.631 -1.567
H 4.402 5.512 0.807
H 2.754 5.345 2.682
H 0.295 5.316 2.195
*
```

=====

Formula: C14H8BrCl2NO
Source: the Open Molecules 2025 dataset
Level of theory: the ωB97M-V functional and the def2-TZVPD basis

M (Da): 357.03
Highest occupied orbital energy (eV): -8.5
Frontier orbital gap (eV): 8.598
ΔE to the lowest compared entry with this formula, charge and spin (kJ/mol): 120.3

The geometry in ORCA input format:
```
! wB97M-V def2-TZVPD RIJCOSX def2/J DEFGRID3
* xyz 0 1
Cl 5.711 0.590 -2.156
Cl 3.318 -0.331 -3.702
Br -6.100 1.348 1.120
N -1.948 1.887 1.327
O -0.154 0.716 0.758
C -1.826 -1.567 -0.247
C -0.491 -1.658 -0.285
C -3.293 1.901 1.435
C -1.501 0.786 0.806
C 4.037 0.426 0.114
C -3.720 -0.119 0.400
C 2.763 0.247 0.725
C 1.899 -0.443 -1.442
C 4.225 0.270 -1.311
C 3.101 -0.242 -2.035
C -4.223 0.978 0.920
C -2.330 -0.306 0.348
C 1.754 -0.347 -0.061
C 0.361 -0.614 0.521
H -2.530 -2.383 -0.569
H -0.041 -2.607 -0.658
H -3.774 2.734 2.004
H 4.759 0.954 0.769
H -4.387 -0.925 0.091
H 2.618 0.440 1.840
H 1.162 -0.701 -2.149
H 0.606 -1.033 1.435
*
```